Below is a structure of composition C33H46CuOP2Si in a non-equilibrium geometry, with properties calculated with ωB97M-V/def2-TZVPD.

Computed properties:
<S²>: 0.77
LUMO level (spin up / spin down) (eV): -0.15 / -0.39
HOMO (spin up / spin down) (eV): -5.690 / -7.006
Molecular weight (g/mol): 612.31
HOMO-LUMO gap (spin up / spin down) (eV): 5.540 / 6.613
Relative energy (zero: lowest compared OMol25 entry of this formula, charge and spin) (eV): 1.615

```
! wB97M-V def2-TZVPD RIJCOSX def2/J DEFGRID3
* xyz 0 2
P 0.9510 -2.6844 -0.9830
P 0.0464 2.0123 -0.9306
C 0.2902 -1.1867 -1.8021
C 0.9814 0.2231 -1.6280
H -0.7948 -1.3184 -1.7914
H 0.5889 -1.4028 -2.8413
H 1.7563 0.1717 -0.8443
H 1.4222 0.4033 -2.6448
C -0.9722 3.1025 -2.1862
H -1.4578 3.9562 -1.6967
H -1.8330 2.5320 -2.5742
H -0.4555 3.5583 -3.0530
C 1.5901 2.9379 -1.2320
H 1.6203 3.8003 -1.9172
H 2.4325 2.2778 -1.4897
H 1.8202 3.3587 -0.2450
C -0.2751 -3.9036 -1.3253
H -0.1521 -4.6342 -0.5360
H -0.1888 -4.3788 -2.2845
H -1.2779 -3.5058 -1.2237
C 2.6167 -3.0909 -1.4483
H 3.2948 -2.2322 -1.3694
H 2.6980 -3.4858 -2.4664
H 2.9618 -3.8552 -0.7421
Cu -1.8449 0.2616 -3.1204
C 0.2308 1.1221 -4.7290
C -1.1560 1.1644 -4.6470
C -1.9978 0.2944 -5.5399
C -1.4767 -1.1302 -5.7649
C -0.7372 -1.7636 -4.6223
C 0.6193 -1.9772 -4.7371
C 1.4918 -1.0687 -5.5480
C 0.9840 0.3800 -5.7973
C 0.7284 -2.3789 0.7514
H 0.8384 1.8534 -4.1529
H -1.6647 2.1134 -4.3270
H -2.1511 0.7144 -6.5370
H -2.9875 0.2590 -5.0891
H -2.3585 -1.7227 -5.9875
H -0.9042 -1.1100 -6.6924
H -1.3054 -2.1362 -3.7675
H 1.1659 -2.8854 -4.3553
H 1.7250 -1.4575 -6.5601
H 2.4796 -0.9975 -5.0740
H 1.9059 0.9626 -6.0054
H 0.4439 0.3630 -6.7608
H 1.4557 -1.6485 1.1240
H 0.9060 -3.3772 1.1741
H -0.2963 -2.0357 0.9432
O -0.9839 0.2040 1.2876
Si -0.5953 0.4765 2.7805
C -0.5328 2.2526 3.3178
C -1.5974 2.6943 4.1116
C -1.5500 3.9822 4.6541
C -0.4121 4.7768 4.4216
C 0.6682 4.3099 3.6513
C 0.5937 3.0419 3.0835
C -1.8878 -0.3157 3.8527
C -2.8767 -0.9839 3.1193
C -3.9069 -1.6053 3.8084
C -3.9353 -1.5121 5.2013
C -2.9404 -0.8570 5.9311
C -1.8971 -0.2233 5.2481
C 1.0316 -0.2092 3.4526
C 1.0026 -1.1478 4.4940
C 2.2010 -1.5406 5.0981
C 3.3919 -0.9266 4.7188
C 3.4283 0.0177 3.6909
C 2.2434 0.3595 3.0354
H -2.4062 2.0397 4.3879
H -2.3487 4.3046 5.3206
H -0.3486 5.7604 4.8698
H 1.6021 4.8708 3.5511
H 1.4386 2.6569 2.5385
H -2.7987 -0.9984 2.0236
H -4.6497 -2.1271 3.2042
H -4.7585 -1.9633 5.7223
H -2.9554 -0.8145 7.0180
H -1.0999 0.3208 5.7876
H 0.0594 -1.5218 4.8932
H 2.1653 -2.2593 5.9164
H 4.3154 -1.1911 5.2151
H 4.3374 0.5583 3.4144
H 2.2444 1.1155 2.2564
*
```